Entry one
ORCA calculation (ωB97M-V/def2-TZVPD) on the molecule C5H11N3O.

Results
* gap between HOMO and LUMO: 7.32 eV
* E_LUMO: 0.666 eV
* highest occupied orbital energy: -6.7 eV

Structure (ORCA input):
```
! wB97M-V def2-TZVPD RIJCOSX def2/J DEFGRID3
* xyz 0 1
C 0.35706 -0.18015 -1.62853
C 1.15065 -0.82591 2.68472
C 0.42917 -1.68708 -1.40540
C -0.59615 1.09952 0.21069
C 1.24894 0.22200 1.61267
N -1.41630 2.20069 0.45222
O -1.65000 1.06587 -1.90427
N -0.82732 0.37223 -0.98010
N 0.18178 0.61569 1.08010
H -2.53801 0.69783 -1.78718
H -1.06505 2.80490 1.18181
H -1.65130 2.69900 -0.39859
H 1.26155 0.29279 -1.23898
H 0.28160 0.04343 -2.69422
H 0.14137 -1.19547 2.87880
H 1.56413 -0.39797 3.59740
H 1.79461 -1.65678 2.39863
H -0.48497 -2.15987 -1.76264
H 0.54521 -1.90455 -0.34749
H 1.27301 -2.10617 -1.94966
*
```

---

Entry two
ORCA calculation (ωB97M-V/def2-TZVPD) on the molecule C5H11N3O.

Results
* gap between HOMO and LUMO: 9.28 eV
* E_LUMO: 0.965 eV
* highest occupied orbital energy: -8.3 eV

Structure (ORCA input):
```
! wB97M-V def2-TZVPD RIJCOSX def2/J DEFGRID3
* xyz 0 1
C -1.37163 0.64291 0.29294
C 0.94456 1.87703 1.08770
C -0.72730 -0.12199 -0.88451
C 0.41893 -0.63421 0.15956
C 0.13990 0.84340 0.38888
N -1.30200 -0.96871 -1.85282
N 1.73394 -0.92576 -0.33777
N -0.07001 -1.58260 1.11849
O 0.08288 0.98179 -1.25791
H -2.19849 -1.34032 -1.56260
H -1.39991 -0.48078 -2.73640
H -0.23193 -2.47226 0.65616
H 1.75311 -1.83925 -0.77932
H 1.97143 -0.23723 -1.04841
H 0.61280 -1.71385 1.85700
H -1.92286 1.53605 0.01138
H -1.84367 0.06589 1.08151
H 0.79912 1.75550 2.16278
H 1.99889 1.74598 0.85506
H 0.61223 2.86841 0.78829
*
```

---

Entry three
ORCA calculation (ωB97M-V/def2-TZVPD) on the molecule C5H11N3O.

Results
* gap between HOMO and LUMO: 7.86 eV
* E_LUMO: 0.704 eV
* highest occupied orbital energy: -7.2 eV

Structure (ORCA input):
```
! wB97M-V def2-TZVPD RIJCOSX def2/J DEFGRID3
* xyz 0 1
C -0.61318 -1.18417 1.26868
C 1.77233 0.09172 -1.19162
N -0.41074 -0.37165 0.07823
C -1.10996 1.09938 0.10812
C 0.92232 0.42745 0.03001
N -0.69373 -1.16711 -1.06617
C 0.12064 1.67746 0.04943
O 1.70302 0.14711 1.15672
N -2.34167 1.33888 0.10987
H 1.43262 0.72949 1.87804
H -1.69672 -1.35727 -1.06617
H -0.50101 -0.61028 -1.89495
H -2.99455 0.57988 0.22063
H 0.43672 2.69480 0.04439
H -1.60136 -1.63976 1.22415
H -0.55579 -0.55288 2.15157
H 0.14415 -1.96549 1.31957
H 2.74473 0.55307 -1.04278
H 1.90589 -0.98326 -1.27622
H 1.33629 0.49266 -2.10148
*
```

---

Energetically preferred structure: entry two | next structure: +0.959 eV

---

Entry one
ORCA calculation (ωB97M-V/def2-TZVPD) on the molecule C5H11N3O.

Results
* gap between HOMO and LUMO: 9.00 eV
* structure (SMILES): [H]/N=C(/N)[C@H](O)/C=C(\C)N
* E_LUMO: 0.872 eV
* highest occupied orbital energy: -8.1 eV

Structure (ORCA input):
```
! wB97M-V def2-TZVPD RIJCOSX def2/J DEFGRID3
* xyz 0 1
H 2.49052 -0.54598 -1.54536
N 2.57198 0.19693 -0.85558
C 1.63656 0.22102 0.00318
N 1.65727 1.15620 0.99431
C 0.71470 -1.09706 0.43382
O 0.64070 -1.97684 -0.66362
C -0.63126 -0.66586 0.87120
C -1.46892 0.05154 0.09241
C -1.05688 0.51054 -1.25770
N -2.59922 0.65738 0.62519
H 2.25815 1.94978 0.84285
H 0.80647 1.27658 1.52070
H 1.25714 -1.56968 1.26727
H 1.53890 -2.20334 -0.93151
H -0.90906 -0.89343 1.89039
H -1.85699 1.03827 -1.77625
H -0.08778 1.10427 -1.12034
H -0.69689 -0.32695 -1.85000
H -2.92757 0.25884 1.49172
H -3.33782 0.85778 -0.03266
*
```

---

Entry two
ORCA calculation (ωB97M-V/def2-TZVPD) on a structure of composition C5H11N3O.

Results
* gap between HOMO and LUMO: 7.35 eV
* E_LUMO: 0.530 eV
* highest occupied orbital energy: -6.8 eV

Structure (ORCA input):
```
! wB97M-V def2-TZVPD RIJCOSX def2/J DEFGRID3
* xyz 0 1
C -1.86449 -0.52754 -0.35673
C 0.59678 1.38970 0.30781
C 0.38852 0.58753 -0.76104
C -0.35506 -0.70329 -0.42114
N -0.66550 -0.46046 2.39428
N 1.64837 2.05510 0.75556
N 0.85829 0.68785 -2.01067
C 0.13568 -1.84882 -1.04650
O 0.19694 -0.29983 1.26616
H -0.06219 -0.83507 3.12174
H -0.91270 0.48976 2.67257
H 2.57581 1.68685 0.55888
H 1.55939 2.63609 1.57761
H 0.56976 -0.13136 -2.56959
H 1.39640 1.49849 -2.28352
H -2.28026 -1.22298 0.37160
H -2.16426 0.47722 -0.05629
H -2.31345 -0.72149 -1.33266
H 1.20286 -2.04673 -1.03454
H -0.51087 -2.71101 -1.15355
*
```

---

Energetically preferred structure: entry one | next structure: +5.381 eV

---

Entry one
ORCA calculation (ωB97M-V/def2-TZVPD) on the molecule C4H4N2O.

Results
* gap between HOMO and LUMO (alpha / beta): 8.17 / 8.17 eV
* structure (SMILES): N=C=C/C=C\N=O
* E_LUMO (alpha / beta): -0.639 / -0.640 eV
* highest occupied orbital energy (alpha / beta): -8.8 / -8.8 eV

Structure (ORCA input):
```
! wB97M-V def2-TZVPD RIJCOSX def2/J DEFGRID3
* xyz 0 1
N -0.94941 1.58735 2.03545
C -0.96508 0.89460 1.02511
C -0.88274 0.03924 0.02890
C 0.20250 0.10655 -0.97523
C 1.24851 -0.72750 -1.05360
N 1.58671 -1.72120 -0.07520
O 0.64290 -2.19236 0.52008
H -1.48206 2.45434 1.99153
H -1.60261 -0.77189 -0.00269
H 0.16858 0.91722 -1.70293
H 2.03271 -0.58635 -1.79143
*
```

---

Entry two
ORCA calculation (ωB97M-V/def2-TZVPD) on a structure of composition C4H4N2O.

Results
* gap between HOMO and LUMO: 8.91 eV
* E_LUMO: -0.563 eV
* highest occupied orbital energy: -9.5 eV

Structure (ORCA input):
```
! wB97M-V def2-TZVPD RIJCOSX def2/J DEFGRID3
* xyz 0 1
C 0.48865 0.42927 0.43458
C -0.70525 0.98578 0.11324
C -1.21280 -0.85582 -1.03456
C 0.69731 -0.94489 0.22918
H 2.05134 0.75055 1.88921
H -0.72306 2.27243 0.08106
H -1.86310 -1.33155 -1.69416
H 1.67947 -1.28943 0.40408
N -1.62124 0.38431 -0.61979
N -0.16237 -1.65959 -0.70793
O 1.37106 1.25896 0.90509
*
```

---

Entry three
ORCA calculation (ωB97M-V/def2-TZVPD) on the molecule C4H4N2O.

Results
* gap between HOMO and LUMO (alpha / beta): 7.91 / 7.96 eV
* structure (SMILES): CC1=NN=C=CO1
* E_LUMO (alpha / beta): -0.829 / -0.871 eV
* highest occupied orbital energy (alpha / beta): -8.7 / -8.8 eV

Structure (ORCA input):
```
! wB97M-V def2-TZVPD RIJCOSX def2/J DEFGRID3
* xyz 0 1
C -1.64718 -0.52739 -0.10746
C -0.18130 -0.33102 -0.02663
N 0.70465 -1.20041 0.40541
N 2.00162 -0.90548 0.02850
C 2.26601 0.28307 0.20782
C 1.32652 1.27334 0.13084
O 0.09141 0.90348 -0.43776
H -1.82901 -1.35652 -0.91854
H -2.12590 0.38320 -0.40661
H -2.06744 -0.89329 0.96330
H 1.46062 2.37101 0.16114
*
```

---

Entry four
ORCA calculation (ωB97M-V/def2-TZVPD) on a cluster of 2 separate species, C4H4N2O in total.

Results
* gap between HOMO and LUMO (alpha / beta): 7.97 / 8.49 eV
* E_LUMO (alpha / beta): -0.788 / -0.224 eV
* highest occupied orbital energy (alpha / beta): -8.8 / -8.7 eV

Structure (ORCA input):
```
! wB97M-V def2-TZVPD RIJCOSX def2/J DEFGRID3
* xyz 0 1
C -1.01497 -1.71099 0.37126
C -1.84532 2.15311 -0.30394
C 2.30510 -0.51365 -0.03515
C -0.00962 -0.76226 0.38200
N -1.96134 -2.35869 0.46231
N -1.16007 2.72228 -1.02428
O 1.16052 -1.19084 -0.04963
H 2.92191 -1.04456 -0.72545
H 2.36645 0.59686 0.06153
H -2.53143 1.77630 0.40992
H -0.23123 0.33244 0.45144
*
```

---

Energetically preferred structure: entry two | next structure: +1.047 eV

---

Entry one
ORCA calculation (ωB97M-V/def2-TZVPD) on the molecule C4H4N2O.

Results
* gap between HOMO and LUMO: 9.01 eV
* structure (SMILES): CC1=NC(=O)C=N1
* E_LUMO: -1.007 eV
* highest occupied orbital energy: -10.0 eV

Structure (ORCA input):
```
! wB97M-V def2-TZVPD RIJCOSX def2/J DEFGRID3
* xyz 0 1
C 1.58542 0.48399 0.77432
C 0.46680 0.14458 -0.02829
N -0.10422 0.94585 -0.86839
C -1.35243 0.32888 -1.16851
O -2.16087 0.47653 -2.01524
C -1.30973 -1.03438 -0.32709
N -0.23482 -1.06005 0.27461
H 1.89551 1.49406 0.63531
H 0.96792 0.37849 1.81225
H 2.36473 -0.43039 0.89179
H -2.11832 -1.72756 0.01925
*
```

---

Entry two
ORCA calculation (ωB97M-V/def2-TZVPD) on the molecule C4H4N2O.

Results
* gap between HOMO and LUMO: 9.26 eV
* structure (SMILES): O=c1nccc[nH]1
* E_LUMO: -0.014 eV
* highest occupied orbital energy: -9.3 eV

Structure (ORCA input):
```
! wB97M-V def2-TZVPD RIJCOSX def2/J DEFGRID3
* xyz 0 1
O 2.72951 0.03891 0.12639
C 1.54302 0.17746 -0.09549
N 0.89206 1.26189 -0.20762
C -0.40665 1.34790 -0.02467
C -1.29139 0.20876 0.09291
C -0.69129 -0.94274 -0.12270
N 0.62210 -0.97816 -0.20713
H -0.88281 2.34819 -0.07113
H -2.34111 0.24293 0.33270
H -1.17412 -1.87386 0.05294
H 1.00069 -1.83129 0.12380
*
```

---

Entry three
ORCA calculation (ωB97M-V/def2-TZVPD) on the molecule C4H4N2O.

Results
* gap between HOMO and LUMO (alpha / beta): 8.09 / 8.09 eV
* structure (SMILES): CC1=NN=C=CO1
* E_LUMO (alpha / beta): -1.042 / -1.040 eV
* highest occupied orbital energy (alpha / beta): -9.1 / -9.1 eV

Structure (ORCA input):
```
! wB97M-V def2-TZVPD RIJCOSX def2/J DEFGRID3
* xyz 0 1
C -1.68077 0.49940 0.20675
C -0.16271 0.26856 0.22631
N 0.73158 1.13109 0.57567
N 1.96221 0.58481 0.85768
C 2.25976 -0.34329 -0.05783
C 1.41039 -1.10617 -0.67211
O 0.08781 -0.98222 -0.15272
H -2.24011 0.56703 1.16620
H -2.07050 -0.37135 -0.36738
H -1.79114 1.39768 -0.23204
H 1.49347 -1.64553 -1.55053
*
```

---

Energetically preferred structure: entry two | next structure: +1.203 eV